No. 1
DFT (the ωB97M-V functional and the def2-TZVPD basis) results for C44H61BF4IrN5O2 as an isolated structure.

Computed properties:
Expectation value of S²   6.038
F_max   0.81 eV/A
E_LUMO (spin up / spin down)   -0.01 / -2.19 eV
Energy above the lowest of the compared OMol25 structures with the same formula, charge and spin   7.01 kcal/mol
Orbital gap (spin up / spin down)   6.8976 / 5.2714 eV
Highest occupied orbital energy (spin up / spin down)   -0.254 / -0.274 Ha

```
! wB97M-V def2-TZVPD RIJCOSX def2/J DEFGRID3
* xyz 0 5
Ir 0.527 0.117 0.081
C 0.901 -0.862 -3.020
N 0.282 0.297 -2.366
C 0.984 1.522 -2.760
C -1.152 0.372 -2.688
C -2.035 -0.161 -1.565
N -1.771 0.469 -0.262
C -2.045 1.925 -0.274
C -1.576 2.633 0.967
C -2.484 3.224 1.826
C -2.074 3.922 2.954
C -0.705 3.965 3.206
C 0.254 3.396 2.375
C -0.183 2.741 1.193
O 0.661 2.237 0.305
C 1.738 3.416 2.761
C 1.979 4.202 4.054
C 2.198 1.968 3.003
C 2.606 4.069 1.671
C -3.106 4.620 3.839
C -2.469 5.320 5.041
C -4.120 3.595 4.368
C -3.837 5.685 3.005
C -2.609 -0.154 0.771
C -2.157 -1.487 1.303
C -2.899 -2.617 1.119
C -2.580 -3.811 1.783
C -1.567 -3.775 2.764
C -0.821 -2.662 3.044
C -1.003 -1.507 2.174
O -0.203 -0.533 2.165
C 0.082 -2.596 4.277
C -0.450 -1.452 5.164
C 0.021 -3.894 5.083
C 1.563 -2.349 3.938
C -3.325 -5.109 1.537
C -2.315 -6.160 1.044
C -3.973 -5.586 2.850
C -4.425 -4.953 0.485
H 0.910 -0.735 -4.111
H 0.357 -1.768 -2.778
H 1.925 -0.983 -2.667
H 0.873 1.719 -3.834
H 2.044 1.409 -2.533
H 0.608 2.369 -2.189
H -1.370 -0.215 -3.586
H -1.415 1.404 -2.916
H -1.864 -1.234 -1.452
H -3.087 -0.006 -1.851
H -3.127 2.083 -0.398
H -1.533 2.364 -1.128
H -3.543 3.138 1.596
H -0.372 4.470 4.101
H 1.476 3.742 4.907
H 1.640 5.236 3.960
H 3.049 4.218 4.269
H 1.629 1.522 3.822
H 3.261 1.942 3.262
H 2.046 1.356 2.114
H 2.261 5.086 1.471
H 2.560 3.503 0.746
H 3.645 4.119 2.009
H -1.973 4.606 5.702
H -3.247 5.827 5.614
H -1.744 6.072 4.725
H -3.610 2.828 4.955
H -4.652 3.102 3.554
H -4.859 4.086 5.007
H -3.119 6.398 2.595
H -4.551 6.230 3.627
H -4.381 5.235 2.174
H -3.634 -0.248 0.387
H -2.624 0.538 1.616
H -3.754 -2.576 0.456
H -1.375 -4.672 3.334
H -1.507 -1.609 5.392
H -0.343 -0.491 4.664
H 0.102 -1.420 6.105
H -0.989 -4.106 5.442
H 0.670 -3.796 5.954
H 0.380 -4.744 4.499
H 1.675 -1.533 3.235
H 1.999 -3.258 3.517
H 2.114 -2.094 4.846
H -1.566 -6.375 1.807
H -1.792 -5.802 0.157
H -2.835 -7.088 0.800
H -3.227 -5.781 3.620
H -4.521 -6.512 2.669
H -4.669 -4.837 3.231
H -4.017 -4.594 -0.462
H -5.204 -4.266 0.822
H -4.890 -5.922 0.302
F 1.403 -3.778 -1.523
B 0.176 -3.701 -0.849
F -0.898 -3.983 -1.685
F 0.208 -4.528 0.280
F 0.013 -2.335 -0.374
N 5.554 -8.509 3.430
C 5.293 -7.490 2.966
C 4.962 -6.213 2.409
C 5.639 -5.076 2.851
C 5.301 -3.836 2.345
C 4.295 -3.729 1.392
C 3.631 -4.860 0.931
C 3.962 -6.100 1.445
N 3.908 -2.456 0.917
C 4.683 -1.321 0.778
C 3.838 -0.339 0.369
N 2.564 -0.852 0.271
C 2.638 -2.114 0.616
H 6.409 -5.170 3.603
H 5.802 -2.949 2.710
H 2.860 -4.770 0.174
H 3.447 -6.985 1.098
H 5.747 -1.324 0.933
H 4.049 0.690 0.134
H 1.811 -2.800 0.653
*
```

No. 2
DFT (the ωB97M-V functional and the def2-TZVPD basis) results for C44H62N7O2RuS2Sb as an isolated structure in a non-equilibrium geometry.

Computed properties:
Expectation value of S²   0.793
F_max   1.83 eV/A
E_LUMO (spin up / spin down)   -7.30 / -10.18 eV
Energy above the lowest of the compared OMol25 structures with the same formula, charge and spin   85.89 kcal/mol
Orbital gap (spin up / spin down)   5.5856 / 2.7128 eV
Highest occupied orbital energy (spin up / spin down)   -0.474 / -0.474 Ha

```
! wB97M-V def2-TZVPD RIJCOSX def2/J DEFGRID3
* xyz 3 2
Ru 0.560 -0.005 0.262
C -13.390 0.969 -0.425
O -12.512 -0.151 -0.232
C -11.221 -0.005 -0.217
C -10.549 1.235 -0.356
C -9.184 1.262 -0.346
C -8.435 0.070 -0.185
C -9.117 -1.164 -0.024
C -10.474 -1.203 -0.046
C -7.005 0.065 -0.163
N -6.275 -0.956 0.269
C -4.993 -0.574 0.133
C -4.917 0.713 -0.418
N -6.205 1.104 -0.592
C -3.679 1.330 -0.762
C -3.549 2.539 -1.463
C -2.296 2.959 -1.836
C -1.192 2.185 -1.475
N -1.292 1.063 -0.782
C -2.508 0.616 -0.432
C -2.571 -0.665 0.247
N -1.406 -1.249 0.591
C -1.428 -2.473 1.093
C -2.606 -3.185 1.318
C -3.809 -2.587 1.022
C -3.804 -1.298 0.478
H -14.391 0.554 -0.460
H -13.177 1.479 -1.365
H -13.317 1.669 0.407
H -11.105 2.155 -0.467
H -8.688 2.219 -0.437
H -8.535 -2.066 0.101
H -11.014 -2.135 0.054
H -6.523 1.973 -0.988
H -4.424 3.121 -1.725
H -2.161 3.863 -2.413
H -0.192 2.477 -1.771
H -0.466 -2.912 1.333
H -2.556 -4.185 1.724
H -4.754 -3.087 1.192
C 7.152 -0.010 -0.170
C 5.856 -0.373 0.531
C 5.596 0.495 1.746
C 5.785 -1.848 0.885
Sb 4.105 -0.019 -0.913
C 4.020 2.161 -1.525
C 4.297 2.999 -0.290
C 5.017 2.458 -2.639
C 2.593 2.355 -2.015
C 4.447 -1.195 -2.840
C 5.709 -0.727 -3.547
C 4.574 -2.655 -2.428
C 3.213 -0.955 -3.691
H 7.989 -0.156 0.526
H 7.172 1.035 -0.483
H 7.340 -0.644 -1.036
H 6.323 0.240 2.527
H 4.596 0.337 2.147
H 5.718 1.555 1.525
H 6.624 -2.101 1.543
H 5.856 -2.487 0.005
H 4.860 -2.082 1.417
H 5.337 2.914 0.024
H 3.640 2.717 0.536
H 4.120 4.058 -0.518
H 6.023 2.116 -2.397
H 5.076 3.541 -2.800
H 4.704 2.009 -3.581
H 1.875 2.009 -1.269
H 2.411 1.812 -2.945
H 2.410 3.421 -2.207
H 6.584 -0.748 -2.899
H 5.607 0.272 -3.964
H 5.915 -1.409 -4.383
H 5.572 -2.874 -2.046
H 4.417 -3.286 -3.310
H 3.839 -2.952 -1.676
H 3.183 0.068 -4.069
H 2.292 -1.161 -3.144
H 3.241 -1.621 -4.561
O 0.917 2.206 0.926
S 0.199 3.377 1.571
C 1.378 4.068 2.788
C 1.436 5.563 2.522
C 1.478 5.727 1.005
C 0.398 4.812 0.439
H 2.321 3.554 2.595
H 1.023 3.818 3.786
H 2.307 6.011 2.998
H 0.548 6.046 2.936
H 2.461 5.440 0.630
H 1.291 6.759 0.711
H 0.631 4.418 -0.548
H -0.578 5.300 0.406
C 1.949 -2.839 5.431
N 2.249 -1.830 4.425
C 1.359 -1.276 3.616
N 0.085 -1.674 3.678
S 1.860 -0.063 2.519
H 2.884 -3.223 5.827
H 1.402 -3.671 4.986
H 1.369 -2.427 6.261
H 3.179 -1.443 4.395
H -0.247 -2.265 4.424
H -0.587 -1.168 3.132
C 1.404 -6.307 -0.682
C 1.337 -4.816 -0.614
C 0.627 -4.063 -1.546
C 0.610 -2.685 -1.451
N 1.289 -2.009 -0.517
C 1.967 -2.727 0.392
C 2.004 -4.105 0.387
H 0.517 -6.727 -1.151
H 1.533 -6.735 0.311
H 2.268 -6.606 -1.280
H 0.086 -4.553 -2.346
H 0.051 -2.087 -2.161
H 2.508 -2.159 1.135
H 2.559 -4.626 1.157
*
```

No. 3
DFT (the ωB97M-V functional and the def2-TZVPD basis) results for C44H63B2N9O16Sn as an isolated structure in a non-equilibrium geometry.

Computed properties:
F_max   6.89 eV/A
E_LUMO   -1.78 eV
Orbital gap   7.3418 eV
Highest occupied orbital energy   -0.335 Ha

```
! wB97M-V def2-TZVPD RIJCOSX def2/J DEFGRID3
* xyz 0 1
Sn -0.113 -0.284 0.054
O -2.195 1.088 -1.716
C -2.982 1.908 -2.233
O -4.170 1.663 -2.802
B -4.857 2.916 -3.339
O -3.803 3.943 -3.115
C -2.768 3.453 -2.409
O -1.814 4.099 -1.983
O -6.125 3.338 -2.661
C -6.949 3.553 -3.661
O -8.141 3.849 -3.540
C -6.243 3.292 -5.051
O -5.139 2.707 -4.802
O -6.771 3.710 -6.144
O 2.567 0.789 2.169
C 3.551 1.093 1.473
O 3.535 1.667 0.318
B 4.864 2.176 -0.104
O 5.720 1.717 0.981
C 5.046 1.096 1.903
O 5.468 0.575 2.923
O 4.933 3.673 -0.194
C 5.198 4.078 -1.436
O 5.433 5.199 -1.885
C 5.462 2.780 -2.199
O 5.248 1.716 -1.455
O 5.770 2.758 -3.381
C -2.695 -6.392 -1.875
C -1.744 -5.671 -2.843
C -0.269 -5.423 -2.396
C -0.085 -4.720 -1.144
N 0.004 -4.196 -0.118
H -3.165 -5.641 -1.239
H -2.095 -7.170 -1.404
H -3.600 -6.670 -2.416
H -2.290 -4.763 -3.098
H -1.715 -6.246 -3.769
H 0.211 -4.729 -3.087
H 0.222 -6.382 -2.233
C -2.679 0.287 6.533
C -1.171 -0.129 6.466
C -0.862 -1.346 5.436
C -1.274 -1.048 4.057
N -1.579 -0.813 2.989
H -2.762 0.874 7.447
H -3.321 -0.588 6.636
H -3.090 0.888 5.722
H -0.913 -0.618 7.405
H -0.697 0.786 6.111
H -1.293 -2.324 5.649
H 0.223 -1.424 5.506
C -5.690 -2.871 1.385
C -4.466 -3.094 2.339
C -3.344 -3.819 1.567
C -2.903 -2.913 0.410
N -2.558 -2.267 -0.432
H -5.361 -2.271 0.537
H -6.390 -2.368 2.052
H -6.181 -3.788 1.060
H -4.764 -3.631 3.239
H -4.072 -2.095 2.525
H -3.607 -4.775 1.115
H -2.477 -4.140 2.145
C 1.501 6.111 1.869
C 1.966 5.103 2.883
C 0.802 4.138 3.243
C 0.359 3.254 2.178
N -0.036 2.566 1.363
H 0.623 6.667 2.199
H 1.140 5.618 0.967
H 2.285 6.817 1.597
H 2.341 5.736 3.687
H 2.837 4.529 2.567
H -0.133 4.531 3.643
H 1.067 3.345 3.943
C 1.372 -5.286 4.492
C 2.904 -5.186 4.098
C 2.903 -4.629 2.670
C 2.180 -3.361 2.491
N 1.601 -2.374 2.343
H 1.488 -5.592 5.532
H 0.941 -6.140 3.969
H 0.850 -4.340 4.344
H 3.383 -6.152 4.256
H 3.272 -4.466 4.829
H 2.373 -5.288 1.983
H 3.928 -4.550 2.309
C 6.620 -2.853 1.106
C 6.527 -2.891 -0.492
C 5.511 -1.739 -0.915
C 4.099 -1.693 -0.530
N 2.962 -1.591 -0.249
H 7.411 -3.425 1.592
H 5.667 -3.274 1.425
H 6.880 -1.847 1.435
H 6.175 -3.910 -0.652
H 7.532 -2.672 -0.854
H 5.409 -1.586 -1.990
H 5.829 -0.775 -0.518
C 0.773 -1.983 -6.355
C 2.235 -2.105 -5.897
C 2.590 -1.382 -4.593
C 1.706 -1.661 -3.402
N 0.976 -1.922 -2.569
H -0.014 -2.323 -5.683
H 0.606 -2.350 -7.368
H 0.653 -0.900 -6.382
H 2.955 -1.822 -6.664
H 2.427 -3.172 -5.780
H 2.405 -0.344 -4.869
H 3.605 -1.591 -4.253
C 1.884 5.310 -2.105
C 1.931 4.816 -3.563
C 0.964 3.668 -3.869
C 1.172 2.489 -3.020
N 1.299 1.595 -2.327
H 2.165 4.448 -1.500
H 0.942 5.684 -1.705
H 2.673 6.026 -1.873
H 2.952 4.574 -3.857
H 1.615 5.633 -4.212
H 1.095 3.424 -4.923
H -0.085 3.965 -3.851
C -6.246 4.762 0.646
C -5.115 3.761 1.169
C -5.324 2.312 0.736
C -4.029 1.580 0.962
N -3.117 0.878 0.979
H -6.587 4.496 -0.354
H -5.956 5.813 0.641
H -7.160 4.626 1.223
H -4.968 3.798 2.248
H -4.179 4.076 0.708
H -5.499 2.149 -0.328
H -6.182 1.813 1.187
*
```

No. 4
DFT (the ωB97M-V functional and the def2-TZVPD basis) results for a 8-piece molecular cluster, C44H63F8IN8O2P overall in a non-equilibrium geometry.

Computed properties:
F_max   2.62 eV/A
E_LUMO   1.63 eV
Orbital gap   7.3951 eV
Highest occupied orbital energy   -0.212 Ha

```
! wB97M-V def2-TZVPD RIJCOSX def2/J DEFGRID3
* xyz -1 1
C -0.665 -1.887 5.917
C -1.227 -2.767 4.810
C -0.812 -2.357 3.374
O -0.150 -1.132 3.383
C 0.183 -0.748 2.037
P 1.234 0.858 1.850
C 0.292 1.087 0.166
C 0.551 2.063 -0.982
C 1.886 2.433 -1.613
I 2.616 0.976 -3.055
C 2.660 0.027 0.845
C 2.688 -1.376 0.320
C 1.724 -1.959 -0.723
N 3.630 -2.130 0.665
C -0.120 1.868 2.752
C -1.536 1.399 3.148
C -2.492 2.635 3.069
O -1.583 1.053 4.536
C 2.184 2.612 1.730
F 2.284 3.265 2.955
F 1.568 3.591 0.989
F 3.449 2.606 1.262
C 2.222 0.382 3.481
F 3.376 1.156 3.626
F 1.568 0.707 4.597
C 2.884 -1.038 3.737
F 2.962 -1.157 5.095
F 2.322 -2.164 3.320
F 4.149 -1.092 3.375
H -0.842 -2.416 6.853
H -1.160 -0.931 6.017
H 0.404 -1.731 5.859
H -2.307 -2.760 4.891
H -0.862 -3.771 4.998
H -1.740 -2.241 2.803
H -0.211 -3.166 2.952
H -0.769 -0.702 1.500
H 0.639 -1.656 1.620
H -0.752 1.254 0.421
H 0.245 0.091 -0.262
H -0.045 1.723 -1.836
H 0.058 3.014 -0.785
H 2.709 2.638 -0.944
H 1.744 3.322 -2.203
H 3.630 0.156 1.315
H 2.799 0.608 -0.069
H 2.267 -2.608 -1.388
H 1.311 -1.185 -1.362
H 0.907 -2.484 -0.239
H 3.538 -3.041 0.227
H 0.198 2.418 3.632
H -0.346 2.682 2.064
H -2.067 0.669 2.551
H -2.256 3.367 3.831
H -2.434 3.077 2.076
H -3.501 2.251 3.159
H -1.410 1.850 5.046
N 4.623 4.753 3.583
C 4.627 6.039 4.035
C 5.894 6.337 4.468
C 6.686 5.178 4.261
C 5.870 4.220 3.712
H 3.816 4.271 3.210
H 3.731 6.634 4.012
H 6.215 7.279 4.883
H 7.733 5.059 4.489
H 6.070 3.208 3.404
N 1.315 8.076 3.919
C -0.015 8.368 4.037
C -0.127 9.683 4.401
C 1.191 10.206 4.503
C 2.057 9.191 4.197
H 1.688 7.179 3.666
H -0.765 7.617 3.853
H -1.049 10.211 4.575
H 1.470 11.212 4.769
H 3.133 9.165 4.154
N -1.802 2.742 -4.236
C -2.727 1.886 -4.764
C -3.843 2.613 -5.084
C -3.577 3.964 -4.737
C -2.309 4.010 -4.219
H -0.889 2.479 -3.911
H -2.511 0.839 -4.866
H -4.747 2.220 -5.518
H -4.240 4.805 -4.854
H -1.728 4.834 -3.841
N -3.758 -1.537 -5.649
C -4.007 -2.428 -6.655
C -5.363 -2.500 -6.830
C -5.956 -1.611 -5.894
C -4.940 -1.030 -5.182
H -2.847 -1.293 -5.307
H -3.197 -2.934 -7.153
H -5.876 -3.121 -7.548
H -7.007 -1.421 -5.758
H -4.956 -0.304 -4.387
N -3.172 -3.788 -9.839
C -3.085 -5.149 -9.925
C -2.242 -5.453 -10.962
C -1.799 -4.225 -11.520
C -2.390 -3.217 -10.804
H -3.727 -3.283 -9.170
H -3.631 -5.780 -9.243
H -1.971 -6.446 -11.286
H -1.126 -4.096 -12.351
H -2.321 -2.147 -10.898
N -2.038 -8.295 -8.773
C -1.007 -9.191 -8.713
C -1.486 -10.348 -8.158
C -2.863 -10.143 -7.876
C -3.173 -8.868 -8.269
H -1.972 -7.358 -9.133
H -0.025 -8.929 -9.067
H -0.914 -11.242 -7.974
H -3.547 -10.849 -7.436
H -4.100 -8.322 -8.233
N 1.818 -2.512 10.704
C 1.759 -3.792 10.223
C 2.189 -3.771 8.923
C 2.524 -2.426 8.607
C 2.287 -1.676 9.726
H 1.557 -2.230 11.630
H 1.417 -4.603 10.844
H 2.257 -4.624 8.269
H 2.896 -2.056 7.666
H 2.410 -0.622 9.909
*
```